[1]
DFT (wB97M-V/def2-TZVPD) results for C46H44ClN2O11P2S3Ti as an isolated structure in a non-equilibrium geometry.

Summary:
- HOMO energy (spin up / spin down): -3.8 / -4.0 eV
- Total charge: -1
- 2S+1: 3
- Lowest unoccupied orbital energy (spin up / spin down): 0.0824 / 0.0754 hartree
- Maximum force: 4.204 eV/A

XYZ file:
```
110
Properties=species:S:1:pos:R:3:mulliken_charge:R:1
Ti 0.970 -1.121 -1.609 -0.63
O 1.015 3.611 1.765 -0.90
S 0.122 2.635 1.117 1.70
C -0.815 2.028 2.589 0.04
C -1.625 2.862 3.339 -0.59
C -2.106 2.447 4.569 -1.03
C -1.729 1.212 5.073 -0.88
C -0.928 0.374 4.319 -0.32
C -0.485 0.754 3.053 -0.12
P 0.539 -0.325 1.943 2.85
C -0.040 -1.989 2.491 -1.34
C 0.830 -3.079 2.401 0.44
C 0.375 -4.363 2.641 -0.91
C -0.950 -4.589 2.984 -0.79
C -1.826 -3.519 3.058 -0.97
C -1.381 -2.234 2.795 -0.08
C 2.144 -0.162 2.846 1.36
C 2.880 0.874 2.346 -1.30
C 5.142 -0.183 2.757 0.32
C 4.957 -0.802 4.099 -1.34
C 3.735 -1.184 4.546 -0.76
C 2.495 -1.034 3.896 -0.26
C -1.208 3.674 0.426 -0.64
C -1.387 4.967 0.886 -0.32
C -2.422 5.748 0.398 -0.86
C -3.302 5.202 -0.531 -0.83
C -3.095 3.926 -1.018 -0.87
C -2.008 3.160 -0.592 0.24
P -1.458 1.608 -1.435 2.05
C -3.161 1.006 -1.812 0.75
C -3.697 0.811 -3.079 -0.60
C -5.000 0.361 -3.220 -0.87
C -5.773 0.079 -2.106 -0.71
C -5.228 0.217 -0.839 -0.61
C -3.933 0.678 -0.696 -0.85
C -0.957 2.422 -3.026 0.48
C -1.768 3.231 -3.819 -0.16
C -1.287 3.767 -5.000 -0.90
C 0.014 3.520 -5.408 -0.94
C 0.838 2.739 -4.616 -0.42
C 0.353 2.196 -3.441 -0.28
H -1.898 3.837 2.961 0.53
H -2.764 3.087 5.141 0.43
H -2.072 0.896 6.049 0.43
H -0.634 -0.588 4.713 0.44
H 1.863 -2.926 2.123 0.08
H 1.063 -5.191 2.560 0.53
H -1.300 -5.594 3.181 0.37
H -2.861 -3.686 3.329 0.40
H -2.080 -1.407 2.836 0.50
H 2.411 1.528 1.627 0.31
H 6.193 0.101 2.625 0.67
H 5.826 -0.955 4.724 0.40
H 3.706 -1.724 5.491 0.40
H 1.698 -1.638 4.305 0.35
H -0.679 5.349 1.607 0.64
H -2.556 6.762 0.746 0.40
H -4.140 5.785 -0.887 0.42
H -3.790 3.515 -1.736 0.35
H -3.096 1.003 -3.954 0.40
H -5.418 0.238 -4.210 0.43
H -6.795 -0.253 -2.222 0.35
H -5.815 -0.025 0.037 0.43
H -3.505 0.803 0.291 0.39
H -2.787 3.444 -3.533 0.30
H -1.940 4.374 -5.612 0.41
H 0.377 3.925 -6.342 0.38
H 1.861 2.541 -4.902 0.54
H 1.000 1.581 -2.835 -0.15
O 2.597 -0.380 -2.331 -0.65
S 2.695 0.698 -1.290 2.08
O 2.976 1.990 -1.864 -0.78
O 1.292 0.629 -0.707 0.42
C 3.902 0.393 -0.072 -0.04
C 4.608 1.603 0.274 -0.83
C 4.857 1.984 1.533 -1.55
C 4.311 1.155 2.647 0.00
C 4.715 -1.158 1.699 -1.71
C 4.088 -0.860 0.542 -0.16
S 3.278 -2.266 -0.196 2.16
O 3.445 -3.431 0.653 -0.91
O 3.687 -2.562 -1.563 -0.99
O 1.807 -1.880 -0.183 0.88
H 4.846 2.259 -0.553 0.54
H 5.431 2.872 1.748 0.41
H 4.408 1.677 3.606 0.74
H 4.783 -2.201 1.961 0.47
N -0.830 -1.822 -0.596 1.33
C -1.747 -2.831 -1.128 -0.73
C -1.274 -4.248 -0.798 -1.11
C 0.174 -4.546 -1.198 0.79
C 0.493 -4.207 -2.658 -1.06
N 1.199 -2.923 -2.738 -0.32
H -0.560 -2.074 0.359 -1.19
H -1.290 -0.909 -0.563 -0.42
H -1.827 -2.690 -2.211 0.26
H -2.750 -2.701 -0.694 0.52
H -1.940 -4.945 -1.316 0.54
H -1.371 -4.411 0.281 0.13
H 0.348 -5.609 -1.016 0.59
H 0.862 -3.987 -0.556 -0.71
H -0.425 -4.131 -3.251 0.39
H 1.112 -5.005 -3.094 0.33
H 1.321 -2.670 -3.723 0.39
H 2.160 -3.038 -2.369 0.49
O 0.933 -0.810 -4.620 -0.72
Cl -0.403 -0.805 -4.187 2.28
O -1.183 0.108 -4.925 -0.71
O -0.961 -2.110 -4.322 -0.78
O -0.473 -0.468 -2.780 -0.64
```

=====

[2]
DFT (wB97M-V/def2-TZVPD) results for one molecule with the formula C3H3FO in a non-equilibrium geometry.

Summary:
- HOMO energy: -10.2 eV
- Total charge: 0
- Lowest unoccupied orbital energy: 0.0225 hartree
- SMILES: O=C/C=C/F
- Maximum force: 4.946 eV/A

XYZ file:
```
8
Properties=species:S:1:pos:R:3:mulliken_charge:R:1
C -0.270 -0.377 -0.228 -0.19
C -0.864 0.444 0.795 -0.06
C 0.952 -0.259 -0.664 -0.01
O -1.961 0.853 0.721 -0.39
F 1.568 -0.789 -1.699 -0.21
H -0.991 -1.081 -0.513 0.35
H -0.209 0.856 1.710 0.25
H 1.774 0.353 -0.122 0.25
```

=====

[3]
DFT (wB97M-V/def2-TZVPD) results for a 2-piece molecular cluster, C5H11NO overall.

Summary:
- HOMO energy (spin up / spin down): -7.5 / -7.5 eV
- Total charge: 0
- Lowest unoccupied orbital energy (spin up / spin down): 0.0327 / 0.0327 hartree
- Maximum force: 0.391 eV/A

XYZ file:
```
18
Properties=species:S:1:pos:R:3:mulliken_charge:R:1
C -0.319 1.235 -2.290 -1.27
C -0.994 0.536 -1.129 0.19
C -0.792 -0.890 -0.766 -0.73
N -0.118 0.039 -0.074 0.26
C 0.766 0.428 0.790 -0.17
C 1.598 -0.591 1.511 -0.50
O 0.899 -1.264 2.549 -0.50
H -0.159 2.302 -2.098 0.32
H -0.954 1.145 -3.177 0.35
H 0.645 0.765 -2.512 0.32
H -1.909 1.018 -0.774 0.31
H -0.331 -1.707 -1.311 0.21
H -2.098 -1.019 1.405 -0.22
H 0.795 1.485 1.030 0.41
H -2.128 -0.783 2.116 0.18
H 2.005 -1.311 0.781 0.24
H 2.446 -0.096 1.993 0.30
H 0.060 -1.578 2.184 0.30
```

=====

[4]
DFT (wB97M-V/def2-TZVPD) results for one molecule with the formula C3H5NO2 in a non-equilibrium geometry.

Summary:
- HOMO energy: -10.3 eV
- Total charge: 0
- Lowest unoccupied orbital energy: 0.0318 hartree
- SMILES: C=NOC(C)=O
- Maximum force: 7.211 eV/A

XYZ file:
```
11
Properties=species:S:1:pos:R:3:mulliken_charge:R:1
C -1.316 1.466 0.919 -0.74
C -0.978 0.294 0.022 0.58
C 2.263 -0.827 -0.282 -0.19
H -1.788 1.182 1.909 0.25
H -0.245 1.813 0.961 0.27
H -2.109 2.068 0.450 0.25
H 3.060 -1.536 -0.531 0.33
H 2.740 0.044 0.543 0.17
N 1.064 -0.959 -0.451 -0.34
O -1.567 -0.624 -0.376 -0.43
O 0.452 0.317 -0.140 -0.14
```

=====

Total energy
In order: -160633.9061; -7922.6407; -8896.2861; -8773.8178
Unit: eV